Here is a 2-piece molecular cluster, H2N2O4S overall at a distorted geometry from OMol25. Energies are from the ωB97M-V functional and the def2-TZVPD basis.

Last columns: bonded neighbours and bond lengths (Å).
Positions of all 9 atoms, in Å:
1 N 3.0199 -0.8850 -0.2942  O3 1.405, H8 1.025
2 N -3.3724 -0.0358 0.0328  O4 1.307, H9 1.119
3 O 1.7985 -0.8124 0.3974  N1 1.405, S7 1.922
4 O -4.1665 -0.8252 -0.6411  N2 1.307
5 O 0.5948 1.1288 -1.0018  S7 1.534
6 O -0.7711 -0.1620 0.7312  S7 1.492
7 S 0.1649 -0.2275 -0.4288  O3 1.922, O5 1.534, O6 1.492
8 H 3.0766 -0.3002 -1.1344  N1 1.025
9 H -2.9937 0.6927 -0.7273  N2 1.119

LUMO energy (alpha / beta) = 0.24443 / 0.24101 Ha
F_max = 3.17 eV/Å
energy relative to the best compared isomer or geometry (same formula, charge and spin) = 97.5 kcal/mol
total energy = -809.611231 a.u.
charge = -2
HOMO level (alpha / beta) = 1.83 / 2.49 eV
Kohn-Sham gap (alpha / beta) = 0.177 / 0.150 Ha